(1)
{
  "formula": "C7H12Ag5Br6O3",
  "method": "wB97M-V/def2-TZVPD",
  "total_charge": 3,
  "relative_energy_ev": 0.000,
  "e_tot_ev": -453816.2509,
  "species": ["Ag", "Ag", "Ag", "Ag", "Ag", "C", "O", "O", "O", "Br", "C", "C", "Br", "H", "H", "H", "H", "Br", "C", "C", "Br", "H", "H", "H", "H", "Br", "C", "C", "Br", "H", "H", "H", "H"],
  "coordinates": [[-1.949676, -0.055324, -2.725819], [-1.589938, -3.777317, -2.747803], [0.034147, -3.754023, 0.517008], [0.838109, -1.920163, -3.802004], [2.427257, -1.179209, -0.367015], [-0.324108, -1.298172, -0.899944], [0.145550, -1.441408, 0.274056], [0.302579, -0.600002, -1.774948], [-1.323755, -2.029300, -1.275434], [0.723543, 4.298423, -2.301323], [1.563160, 2.605622, -2.752586], [1.930857, 2.567529, -4.226889], [1.598265, 0.758882, -5.012210], [0.755910, 1.912155, -2.527770], [2.376282, 2.420962, -2.058289], [2.998638, 2.747752, -4.333113], [1.404387, 3.289388, -4.842695], [-0.226552, 1.399270, 4.511886], [1.592619, 1.464563, 3.783246], [1.565337, 0.661555, 2.493770], [3.268294, 0.673865, 1.545324], [2.290649, 1.047343, 4.503190], [1.771997, 2.525544, 3.646883], [0.874517, 1.144077, 1.808203], [1.286285, -0.369279, 2.681271], [-1.276615, -2.446461, 3.238629], [-2.502804, -1.225418, 2.332991], [-3.532901, -2.057817, 1.591177], [-5.029321, -0.898052, 1.069677], [-1.965525, -0.543327, 1.683016], [-2.991428, -0.665541, 3.126755], [-3.937194, -2.864574, 2.190349], [-3.098564, -2.391543, 0.650409]],
  "atomic_forces_ev_per_a": [[0.1, 0.2, 0.1], [-0.3, 0.4, 0.5], [-0.5, 0.4, 1.2], [0.3, 1.3, 0.1], [0.3, 0.9, 0.7], [1.7, -1.4, 0.3], [0.0, -0.2, -0.4], [-0.2, 0.4, -0.9], [-1.4, -0.7, -0.9], [0.3, 0.1, 0.0], [-1.2, -0.1, 0.0], [0.7, 0.2, 0.9], [-0.1, -0.2, -0.1], [0.2, -0.2, -0.1], [0.2, 0.1, -0.2], [0.0, -0.3, -0.3], [-0.4, -0.4, -0.1], [0.4, -0.2, -0.1], [-0.1, -0.1, 0.0], [-0.9, 0.7, 0.4], [0.4, -0.4, -0.4], [-0.1, 0.0, 0.1], [0.2, -0.1, -0.2], [-0.1, -0.2, -0.1], [0.1, -0.1, -0.1], [0.4, -0.2, -0.5], [-0.9, -0.1, 0.3], [0.1, 0.7, -0.4], [0.4, -0.2, 0.0], [0.2, -0.1, 0.1], [0.2, 0.0, 0.1], [0.0, 0.0, 0.0], [-0.1, -0.4, 0.1]]
}

***

(2)
{
  "formula": "C23H25IIrN6O2Se",
  "method": "wB97M-V/def2-TZVPD",
  "total_charge": 0,
  "s_squared": 0.771,
  "spin_multiplicity": 2,
  "relative_energy_ev": 0.332,
  "e_tot_ev": -113577.4161,
  "species": ["Ir", "C", "C", "N", "C", "C", "C", "O", "C", "C", "N", "C", "C", "C", "C", "C", "C", "I", "C", "O", "H", "H", "H", "H", "H", "H", "H", "H", "H", "H", "H", "H", "N", "C", "C", "N", "H", "H", "H", "H", "H", "H", "H", "H", "N", "C", "C", "C", "C", "C", "C", "H", "H", "H", "H", "H", "Se", "C", "N"],
  "coordinates": [[-0.568404, -0.379422, -0.684039], [-0.840686, 1.982783, 3.439892], [0.139658, 2.525955, 2.438571], [0.818792, 3.611324, 2.771684], [1.804889, 4.016684, 1.915141], [2.039619, 3.518376, 0.679596], [3.327451, 3.858457, -0.006718], [3.123232, 4.363907, -1.327871], [1.104865, 2.500219, 0.150021], [1.394219, 1.827023, -1.183242], [1.144694, 0.458555, -1.437363], [2.234822, -0.281703, -1.846909], [3.164150, 0.164444, -2.804238], [4.247218, -0.609185, -3.176852], [4.463670, -1.866677, -2.628791], [3.571248, -2.343685, -1.684128], [2.508107, -1.547242, -1.313050], [1.163048, -2.213541, 0.145123], [0.292094, 1.856520, 1.207461], [-0.359178, 0.731504, 1.039675], [-0.715258, 2.515623, 4.379341], [-0.688595, 0.914990, 3.601054], [-1.872160, 2.116920, 3.099180], [2.463927, 4.783075, 2.311836], [3.952261, 2.955523, -0.055109], [3.854368, 4.595002, 0.605823], [3.959508, 4.708382, -1.654297], [2.292358, 2.212435, -1.652821], [3.005487, 1.119149, -3.289920], [4.923109, -0.230117, -3.933083], [5.298784, -2.475296, -2.945076], [3.698434, -3.327261, -1.252085], [-1.828631, 1.099499, -1.407879], [-3.032386, 1.192770, -0.563936], [-3.513605, -0.215854, -0.292904], [-2.373251, -0.960525, 0.288498], [-1.225845, 1.950948, -1.363532], [-2.067895, 0.915302, -2.380363], [-3.806825, 1.793790, -1.041697], [-2.740468, 1.676745, 0.369560], [-3.782990, -0.709766, -1.228990], [-4.383146, -0.224102, 0.365792], [-2.568480, -1.955922, 0.307154], [-2.197843, -0.639865, 1.241233], [0.306684, 2.770560, -1.120890], [0.314192, 4.010504, -1.800940], [0.605045, 4.051942, -3.159441], [0.532968, 5.255728, -3.841658], [0.171181, 6.419244, -3.175727], [-0.127867, 6.367931, -1.821149], [-0.064699, 5.167417, -1.131207], [0.896949, 3.141327, -3.670022], [0.763603, 5.285548, -4.899148], [0.119963, 7.358782, -3.709956], [-0.411180, 7.270593, -1.294745], [-0.286350, 5.121256, -0.072037], [-1.273205, -1.683613, -2.661795], [0.175553, -2.604448, -3.318950], [1.052838, -3.187407, -3.788695]],
  "atomic_forces_ev_per_a": [[0.1, 0.0, 0.1], [0.0, 0.0, 0.0], [0.0, 0.0, 0.0], [0.0, 0.0, 0.0], [0.0, 0.0, 0.0], [0.0, 0.0, 0.0], [0.0, 0.0, 0.0], [0.0, 0.1, 0.0], [0.2, -0.1, 0.0], [0.1, 0.0, 0.3], [-0.3, 0.1, -0.4], [0.2, -0.2, 0.1], [0.0, 0.0, 0.0], [0.0, 0.0, 0.0], [0.0, 0.0, 0.0], [0.0, 0.0, 0.0], [-0.1, 0.1, 0.0], [-0.1, 0.1, 0.0], [0.0, 0.0, 0.1], [-0.1, 0.1, -0.1], [0.0, 0.0, 0.0], [0.0, 0.0, 0.0], [0.0, 0.0, 0.0], [0.0, 0.0, 0.0], [0.0, 0.0, 0.0], [0.0, 0.0, 0.0], [0.0, 0.0, 0.0], [0.0, 0.0, 0.0], [0.0, 0.0, 0.0], [0.0, 0.0, 0.0], [0.0, 0.0, 0.0], [0.0, 0.0, 0.0], [0.2, 0.1, -0.1], [0.0, 0.0, 0.0], [0.0, 0.0, 0.0], [0.0, 0.0, 0.1], [-0.1, 0.0, 0.1], [0.0, 0.0, 0.0], [0.0, 0.0, 0.0], [0.0, 0.0, 0.0], [0.0, 0.0, 0.0], [0.0, 0.0, 0.0], [0.0, 0.0, 0.0], [-0.1, -0.1, 0.0], [-0.2, -0.1, 0.0], [0.0, 0.0, 0.0], [0.0, 0.0, 0.0], [0.0, 0.0, 0.0], [0.0, 0.0, 0.0], [0.0, 0.0, 0.0], [0.0, 0.0, 0.0], [0.0, 0.0, 0.0], [0.0, 0.0, 0.0], [0.0, 0.0, 0.0], [0.0, 0.0, 0.0], [0.0, 0.0, 0.0], [0.0, -0.1, 0.0], [0.1, 0.1, 0.0], [0.0, -0.1, 0.0]]
}